Molecular formula: C36H37CrNP2S
Method: DFT, wB97M-V/def2-TZVPD

Summary:
**⟨S²⟩**: 6.0681
**HOMO (spin up / spin down)**: -7.17 / -7.61 eV
**Multiplicity**: 5
**Largest force on an atom**: 0.0734 Eh/bohr
**Orbital gap (spin up / spin down)**: 6.9 / 7.1 eV
**Charge**: 0

Structure (XYZ):
```
78
Properties=species:S:1:pos:R:3:forces:R:3:lowdin_spin:R:1
Cr 1.05363 -0.63298 0.54621 2.841 -1.111 1.578 3.6202
C -1.69823 0.03803 5.56825 0.736 -0.136 0.204 0.0006
C -2.19329 -0.06609 4.34385 -1.687 -0.687 0.943 0.0000
C -3.09706 0.97576 3.74170 -0.081 -0.305 -0.408 0.0002
C -2.37296 1.87066 2.74198 -0.414 0.487 0.128 0.0002
C -1.34083 2.77102 3.34099 -0.099 0.455 0.152 -0.0001
C -1.00827 2.86622 4.62951 0.404 0.587 0.417 0.0006
C -1.86463 2.66127 5.85010 0.128 -1.158 1.176 0.0001
C -1.81698 1.21690 6.47422 0.179 0.566 0.170 0.0005
C 2.52305 -1.94915 1.32304 0.751 -0.270 0.216 -0.0578
H -1.12521 -0.77917 6.01709 -0.376 -0.031 -0.302 0.0003
H -2.38400 -1.07880 3.97462 0.780 0.371 0.023 0.0000
H -3.59224 1.53924 4.53729 0.043 0.058 -0.321 0.0000
H -3.88381 0.44880 3.18831 -0.011 0.068 0.109 0.0000
H -1.80314 1.23473 2.04709 -0.193 0.026 -0.006 0.0006
H -3.10668 2.42282 2.14434 0.062 0.052 -0.078 0.0000
H -0.85058 3.43665 2.63065 0.778 -0.757 -0.092 0.0000
H 0.01624 3.16921 4.92420 -0.742 0.561 -0.614 0.0004
H -2.90064 3.04828 5.82453 0.505 -0.345 -0.636 0.0000
H -1.41254 3.24992 6.65182 0.027 0.310 -0.206 0.0000
H -0.98576 1.17532 7.20218 -0.348 0.035 -0.328 0.0002
H -2.73933 1.07829 7.05139 0.077 -0.017 0.133 0.0001
H 2.12791 -2.48230 2.21497 -0.194 0.338 -0.494 0.0025
H 3.41428 -1.42927 1.73731 -0.442 0.048 -0.313 0.0071
H 2.94369 -2.73920 0.68236 -0.204 0.151 -0.233 -0.0023
P 0.08215 -1.86526 -1.96285 -0.703 -1.460 -1.501 0.0424
P 1.56120 0.51469 -1.60196 1.106 1.979 -1.411 0.0543
C -0.82128 -0.35934 -2.41353 0.241 0.854 0.076 0.0190
C -0.11947 0.77615 -2.22026 -0.358 -0.947 -1.000 0.0120
C -0.41220 -2.98823 -3.37481 0.286 0.023 -0.197 0.0118
C -1.48093 -2.73936 -4.25279 -0.025 -0.434 0.105 0.0019
C -1.92149 -3.73800 -5.13176 0.269 0.028 0.095 0.0006
C -1.24093 -4.95914 -5.20387 0.168 0.219 0.211 0.0002
C -0.07811 -5.15366 -4.44159 -0.238 0.143 -0.118 0.0001
C 0.34482 -4.16550 -3.54775 -0.434 0.095 0.065 0.0014
C -1.02469 -2.38011 -0.63599 -0.224 0.888 0.416 0.0422
C -0.92691 -1.53711 0.50992 -1.675 -0.166 -0.686 0.0145
C -1.72622 -1.85047 1.62048 0.513 0.481 -0.361 0.0437
C -2.68668 -2.85111 1.54594 0.075 -0.388 -0.228 -0.0067
C -2.81448 -3.62563 0.38443 0.345 0.268 0.108 0.0474
C -1.94718 -3.41008 -0.69537 -0.193 -0.299 0.594 -0.0052
C 2.40881 0.80136 -3.32185 -0.204 -0.104 -0.138 0.0138
C 2.18575 -0.10814 -4.38039 0.003 0.122 0.181 0.0013
C 2.61119 0.17282 -5.68375 0.133 0.129 0.190 0.0005
C 3.29197 1.36032 -5.97032 -0.113 -0.018 0.401 0.0000
C 3.52216 2.27024 -4.93633 -0.090 -0.323 -0.005 0.0006
C 3.08145 1.99580 -3.63413 -0.052 0.006 0.142 0.0015
C 1.88840 2.12301 -0.80411 0.258 -0.081 -0.078 0.0063
C 3.16543 2.26131 -0.23569 -0.319 0.269 0.127 0.0058
C 3.49702 3.43386 0.43357 -0.108 0.110 -0.061 0.0011
C 2.56274 4.47368 0.52035 -0.045 -0.176 -0.116 0.0019
C 1.30161 4.33850 -0.06496 0.097 -0.038 0.110 0.0007
C 0.95427 3.15661 -0.71921 0.325 0.201 0.146 0.0029
H -1.83972 -0.42445 -2.81945 0.467 0.313 0.155 0.0008
H -0.37669 1.74723 -2.64542 -0.356 -0.190 0.350 0.0005
H -1.98442 -1.77360 -4.25885 -0.009 -0.371 0.110 0.0002
H -2.80513 -3.55733 -5.75199 0.392 -0.070 0.177 0.0001
H -1.60358 -5.74589 -5.86876 0.162 0.250 0.198 0.0000
H 0.48928 -6.08356 -4.53971 -0.188 0.361 0.038 0.0000
H 1.25701 -4.30551 -2.96323 -0.317 -0.038 -0.061 0.0006
H -0.66984 -0.39688 0.35503 -1.149 -1.205 0.200 0.0332
H -1.54774 -1.26974 2.51506 -0.265 -0.030 -0.255 0.0019
H -3.35988 -3.02103 2.38616 0.252 -0.012 -0.127 -0.0012
H -3.56836 -4.40757 0.31919 0.105 0.200 0.040 0.0030
H -2.01612 -4.03186 -1.58386 0.043 0.083 0.123 -0.0011
H 1.64809 -1.04342 -4.20546 0.145 0.265 -0.011 0.0005
H 2.41162 -0.53431 -6.49023 0.025 0.111 0.305 0.0001
H 3.63187 1.57699 -6.98547 -0.137 -0.078 0.333 0.0000
H 4.04316 3.20562 -5.14542 -0.158 -0.241 0.128 0.0001
H 3.25227 2.75512 -2.86778 -0.056 -0.305 -0.167 0.0003
H 3.88712 1.44619 -0.32110 -0.182 0.182 0.099 0.0017
H 4.48313 3.53651 0.88631 -0.272 0.018 -0.091 0.0000
H 2.82008 5.39040 1.04810 -0.053 -0.196 -0.120 0.0001
H 0.57552 5.15093 -0.01436 0.234 -0.186 0.060 0.0000
H -0.03288 3.06199 -1.16719 0.248 0.056 0.200 0.0000
S 1.72558 0.50876 5.03261 0.480 0.118 1.213 0.0453
C 1.37479 0.19779 3.53075 -1.297 -0.274 -3.536 0.0373
N 1.04385 0.02428 2.38570 0.326 0.565 2.355 -0.0121
```
Forces are in eV/Å.

Molecular formula: C38H102N4O22
Method: DFT, wB97M-V/def2-TZVPD

Summary:
**⟨S²⟩**: 0.7545
**HOMO (spin up / spin down)**: -9.95 / -9.95 eV
**Multiplicity**: 2
**Largest force on an atom**: 0.0862 Eh/bohr
**Orbital gap (spin up / spin down)**: 6.8 / 1.8 eV
**Charge**: +1

Structure (XYZ):
```
166
Properties=species:S:1:pos:R:3:forces:R:3:lowdin_spin:R:1
C -16.68658 -30.60118 9.63696 -0.352 0.329 -0.319 0.0000
O -17.76345 -29.72048 9.36801 -1.328 -0.583 0.745 0.0000
C -18.69067 -30.14027 8.34661 -0.060 1.600 -1.250 0.0000
C -20.02060 -29.33128 8.43118 1.618 -0.583 0.747 0.0000
N -19.71209 -27.90653 8.57205 -0.392 -0.891 -0.422 0.0000
C -20.80434 -27.34417 9.34113 0.681 0.967 -0.146 0.0000
C -20.51863 -25.91325 9.68084 -0.110 1.377 -1.072 0.0000
O -20.58147 -25.12593 8.47174 0.207 -0.171 -0.212 0.0003
C -20.73430 -23.72702 8.66112 -0.556 -0.619 0.767 0.0002
H -16.14678 -30.65873 8.69176 0.619 -0.539 0.254 0.0000
H -16.98493 -31.57291 10.03044 -0.349 -0.255 -0.463 0.0000
H -16.09396 -30.19260 10.45547 0.134 0.438 -0.340 0.0000
H -18.87343 -31.20120 8.17596 0.165 -0.218 0.868 0.0000
H -18.24886 -29.78079 7.41726 0.248 -0.167 -0.414 0.0000
H -20.52453 -29.63245 9.34958 -0.424 -0.510 -0.019 0.0000
H -20.63978 -29.52851 7.55607 0.014 -0.091 0.039 0.0000
H -18.86193 -27.90473 9.11732 0.121 0.402 0.267 0.0000
H -20.92314 -27.88944 10.27743 -0.422 -0.160 0.234 0.0000
H -21.71175 -27.36139 8.73747 -0.126 -0.232 0.143 0.0000
H -19.51447 -25.79142 10.08692 0.213 -0.105 0.368 0.0000
H -21.24424 -25.52556 10.39589 -0.125 0.032 0.194 0.0000
H -21.63056 -23.60268 9.26886 -0.122 0.393 0.196 0.0000
H -20.89915 -23.18802 7.72816 0.200 -0.418 -0.244 0.0000
H -19.90051 -23.27086 9.19479 0.071 0.004 0.082 0.0001
C -19.88160 -17.52347 5.39441 0.936 0.102 0.264 0.0000
O -19.69394 -18.74076 4.67839 -0.362 -0.276 -0.373 0.0000
C -19.07456 -18.65148 3.38143 1.082 -0.478 0.381 0.0000
C -18.57867 -20.03806 2.89438 -1.129 -1.046 -0.582 0.0000
N -19.68149 -20.70633 2.13536 -0.342 1.563 1.294 0.0000
C -19.48863 -22.06178 1.75847 1.207 0.077 -1.486 0.0000
C -18.36825 -22.13063 0.72007 -0.125 -1.602 1.272 0.0000
O -18.34572 -23.53192 0.43423 -0.429 1.250 -0.185 0.0000
C -17.30132 -23.88705 -0.39291 0.028 -1.476 -0.384 0.0000
H -19.83682 -16.60180 4.81422 -0.117 -0.213 -0.562 0.0000
H -19.04882 -17.44419 6.09319 -0.029 0.136 0.310 0.0000
H -20.81167 -17.50147 5.96238 -0.103 -0.413 -0.160 0.0000
H -18.17136 -18.04847 3.47472 -0.056 0.476 -0.010 0.0000
H -19.78923 -18.19646 2.69565 0.183 -0.099 -0.280 0.0000
H -18.23876 -20.67674 3.70965 -0.329 0.072 0.902 0.0000
H -17.66507 -20.08570 2.30178 -0.149 1.112 -0.438 0.0000
H -20.42366 -20.75067 2.81898 -0.503 0.236 -0.294 0.0000
H -20.32027 -22.48622 1.19605 -0.532 0.315 0.512 0.0000
H -19.25591 -22.71225 2.60159 0.180 -0.307 0.078 0.0000
H -17.41997 -21.88309 1.19713 0.365 0.195 -0.135 0.0000
H -18.50666 -21.50169 -0.15935 -0.293 -0.016 -0.067 0.0000
H -17.34197 -24.97580 -0.36011 0.768 -0.169 0.152 0.0000
H -16.36122 -23.46724 -0.03505 0.281 -0.159 -0.135 0.0000
H -17.44991 -23.70164 -1.45670 -0.099 0.788 -0.151 0.0000
C -9.39891 -25.05363 12.21659 0.625 -1.472 0.877 0.0002
O -10.39745 -25.32135 11.26104 -0.595 0.933 -0.281 0.0011
C -10.89673 -24.07205 10.77575 0.765 -1.038 0.714 0.0048
C -12.13596 -24.39577 10.00180 0.719 1.263 -1.130 0.0747
N -13.08109 -23.24870 9.96612 -0.961 -4.119 -1.332 0.6823
C -14.21825 -23.43819 9.03991 -0.353 1.734 0.446 0.0819
C -15.18458 -22.25407 9.24398 -0.729 0.926 -1.586 0.0064
O -16.33912 -22.24529 8.37603 1.771 -0.831 0.774 0.0131
C -17.29211 -23.27353 8.63456 -0.287 0.238 0.513 0.0063
H -9.85694 -24.59689 13.09391 0.378 0.810 -0.133 0.0000
H -8.48852 -24.63409 11.78850 -0.307 0.899 0.020 0.0002
H -9.01125 -25.98761 12.62341 -0.372 -0.422 -0.280 0.0000
H -10.10692 -23.62865 10.16937 -0.208 0.326 -0.271 0.0003
H -11.12363 -23.37428 11.58181 0.027 0.042 0.420 0.0001
H -12.68205 -25.24475 10.41304 -0.218 -0.059 0.425 0.0404
H -11.80077 -24.70226 9.01094 -0.641 0.150 -0.318 0.0076
H -13.30189 -22.97920 10.91413 -0.177 1.024 0.289 0.0189
H -14.76649 -24.36562 9.20549 0.269 -0.522 0.717 0.0434
H -13.91017 -23.52324 7.99782 0.497 0.189 0.048 0.0124
H -14.61588 -21.37634 8.93693 -0.139 0.217 -0.044 0.0005
H -15.43099 -22.07513 10.29057 -0.318 -0.439 0.297 -0.0003
H -17.98452 -23.30107 7.79318 0.027 0.134 0.197 0.0002
H -17.79096 -23.05192 9.57803 -0.398 0.220 -0.065 0.0011
H -16.91199 -24.28478 8.77943 0.632 -0.163 -0.355 0.0033
C -23.09761 -20.79469 9.84548 -0.954 -0.654 -0.780 0.0000
O -24.08551 -20.54931 8.84482 -0.371 1.024 -1.175 0.0000
C -25.10643 -21.51245 8.49661 0.506 0.263 0.466 0.0000
C -26.11820 -21.06951 7.38323 -0.039 1.676 1.844 0.0000
N -27.01244 -19.94143 7.82618 -0.276 -1.379 -0.483 0.0000
C -27.97951 -19.61717 6.76844 0.089 0.294 0.090 0.0000
C -28.81887 -18.45632 7.25328 0.365 0.419 -0.144 0.0000
O -27.98873 -17.35175 7.67295 -1.221 0.076 0.400 0.0000
C -27.74826 -16.38617 6.67605 0.862 -0.383 -1.160 0.0000
H -22.66660 -21.78037 9.67008 0.223 -0.066 0.262 0.0000
H -23.51749 -20.73312 10.84947 -0.115 -0.113 0.166 0.0000
H -22.31777 -20.03910 9.75049 -0.138 -0.030 -0.141 0.0000
H -25.60854 -21.74365 9.43605 -0.606 -0.096 -0.132 0.0000
H -24.63041 -22.43478 8.16371 0.198 -0.203 -0.178 0.0000
H -26.78383 -21.91392 7.20429 0.209 -0.126 -0.107 0.0000
H -25.64697 -20.74071 6.45699 0.513 -0.475 -0.195 0.0000
H -26.50876 -19.07185 7.92739 0.492 -0.086 0.351 0.0000
H -28.73231 -20.36790 6.52803 0.342 -0.695 0.292 0.0000
H -27.42953 -19.43411 5.84534 -0.106 0.360 -0.470 0.0000
H -29.41461 -18.87332 8.06526 0.375 0.531 0.648 0.0000
H -29.58007 -18.13962 6.54028 0.241 0.193 -0.443 0.0000
H -27.27029 -15.47405 7.03338 -0.153 -0.266 0.681 0.0000
H -28.57289 -16.07059 6.03692 -0.718 -0.198 0.473 0.0000
H -27.04602 -16.81590 5.96172 0.338 -0.012 -0.274 0.0000
C -21.42027 -17.13637 10.53661 0.849 -1.439 0.274 0.0000
C -21.61699 -17.92200 11.86078 -1.162 0.833 -0.334 0.0000
O -20.65419 -18.94561 12.11527 0.299 0.451 -0.686 0.0000
O -20.14953 -16.57718 10.40997 0.141 1.117 0.559 0.0000
H -22.17602 -16.36339 10.39719 -0.086 -0.051 0.409 0.0000
H -21.52642 -17.84342 9.71387 -0.435 -0.259 -0.199 0.0000
H -22.61724 -18.34380 11.76233 -0.171 -0.369 0.044 0.0000
H -21.70371 -17.21720 12.68773 0.467 0.084 0.172 0.0000
H -20.85542 -19.37345 12.95077 -0.162 0.078 0.002 0.0000
H -19.54704 -17.23145 10.04866 0.241 -0.287 -0.212 0.0000
C -20.30270 -13.51711 6.77976 0.637 -1.057 1.251 0.0000
C -19.61498 -14.53309 7.75566 -2.917 0.079 0.749 0.0000
O -18.46647 -14.96938 7.20301 2.838 -0.711 -2.150 0.0000
O -19.43686 -12.47999 6.51706 0.661 1.521 -0.393 0.0000
H -21.21129 -13.08448 7.19856 0.042 -0.183 0.204 0.0000
H -20.56774 -14.01763 5.84845 -0.134 -0.425 -0.030 0.0000
H -20.29494 -15.37742 7.86903 -0.503 -0.202 0.093 0.0000
H -19.38875 -14.23884 8.78053 -0.554 0.983 0.062 0.0000
H -17.96074 -15.52277 7.80267 -0.210 0.006 0.083 0.0000
H -18.69181 -12.80579 6.00681 0.082 -0.103 0.066 0.0000
C -14.48811 -18.02472 7.01784 0.944 0.582 0.699 0.0000
C -13.30670 -17.34652 6.32847 -0.031 -0.316 0.339 0.0000
O -13.67518 -16.05546 5.90956 -0.305 0.396 -0.329 0.0000
O -15.52027 -18.39001 6.17049 -0.766 -0.266 -1.015 0.0000
H -14.86561 -17.27662 7.71493 0.142 -0.122 0.515 0.0000
H -14.18722 -18.92116 7.56002 0.146 -0.016 0.072 0.0000
H -12.93048 -17.90631 5.47221 0.054 -0.335 0.048 0.0000
H -12.50267 -17.20105 7.04992 0.069 -0.171 0.052 0.0000
H -14.12446 -16.16028 5.06768 -0.026 0.273 -0.152 0.0000
H -15.94987 -17.57132 5.91205 -0.289 -0.007 -0.202 0.0000
C -17.27417 -20.59311 13.11756 -1.130 0.170 0.517 0.0000
C -16.68188 -19.21063 12.86653 -0.647 -1.287 1.264 0.0000
O -15.63446 -19.30844 11.95957 1.045 0.025 -1.220 0.0001
O -16.56001 -21.43057 14.00501 1.139 0.185 0.122 0.0000
H -17.41664 -21.13094 12.18025 -0.133 0.363 -0.359 0.0000
H -18.24644 -20.41659 13.57760 -0.390 0.035 -0.184 0.0000
H -16.31440 -18.73307 13.77482 -0.256 -0.085 0.297 0.0000
H -17.51213 -18.61418 12.48833 0.282 0.177 -0.463 0.0000
H -14.84940 -19.63842 12.40273 0.000 0.091 0.143 0.0000
H -16.94093 -22.31057 13.95927 -0.058 0.023 0.067 0.0000
C -18.11941 -19.39684 8.54984 -1.676 -0.505 0.548 0.0000
C -19.45576 -20.27492 8.69997 2.721 0.483 0.554 0.0000
O -19.47689 -20.78256 10.05651 -0.429 0.351 -1.148 0.0001
O -18.30456 -18.08308 9.18809 -0.135 -1.433 -1.253 0.0000
H -17.80729 -19.31817 7.50845 -0.155 0.297 -0.095 0.0000
H -17.31554 -19.87093 9.11299 -0.074 -0.372 -0.112 0.0000
H -19.40661 -21.14663 8.04743 0.061 0.163 -0.058 0.0000
H -20.30571 -19.67266 8.37908 -0.287 0.036 0.405 0.0000
H -19.54548 -20.00102 10.60976 -0.289 0.180 0.583 0.0000
H -17.39549 -17.77638 9.22146 0.560 0.526 0.522 0.0000
C -22.39197 -20.37467 4.15922 -2.100 -0.069 0.676 0.0000
C -22.09625 -20.86710 5.56621 2.461 -0.162 0.102 0.0000
O -20.66287 -21.20902 5.69464 -1.276 -0.689 -0.160 0.0000
O -22.34831 -21.33795 3.11238 0.847 0.328 -0.067 0.0000
H -21.83699 -19.46562 3.92742 0.536 -0.515 -0.331 0.0000
H -23.42208 -20.01881 4.17710 -0.369 0.226 0.229 0.0000
H -22.66969 -21.74674 5.85860 -0.007 -0.058 -0.169 0.0000
H -22.20080 -20.11472 6.34794 -0.911 0.354 -0.310 0.0000
H -20.22553 -20.44576 5.31024 0.466 0.406 -0.062 0.0000
H -22.68123 -22.19692 3.38246 -0.066 0.076 0.368 0.0000
C -16.46412 -16.17052 10.84844 1.363 -1.052 1.168 0.0000
C -16.15387 -14.90630 10.09693 -0.235 1.188 -1.511 0.0000
O -16.04076 -13.69228 10.84031 -0.342 -0.748 0.753 0.0000
O -15.77171 -17.29269 10.24811 -0.474 1.033 -1.523 0.0000
H -17.53613 -16.36732 10.86154 -0.052 0.150 0.167 0.0000
H -16.06593 -16.17021 11.86310 -0.352 0.682 0.304 0.0000
H -16.99166 -14.81050 9.40625 -0.217 0.332 -0.259 0.0000
H -15.27908 -14.90765 9.44668 0.302 -1.050 0.175 0.0000
H -15.88253 -13.00176 10.19243 -0.038 0.115 0.049 0.0000
H -15.71709 -18.02385 10.86780 0.031 -0.219 0.418 0.0000
```
Forces are in eV/Å.